C14H18AsBiIN2S4 as an isolated structure. Source: the Open Molecules 2025 dataset; level of theory: the ωB97M-V functional and the def2-TZVPD basis.

Last column: Löwdin charge in e.
Element x y z (Å)
Bi -0.7012 -0.8130 0.8804  0.935
N 2.5683 -0.3843 -0.2346  -0.033
C 3.2878 0.5722 -1.0691  -0.288
C 3.7942 1.7530 -0.2371  -0.215
C 2.7655 2.8134 0.1696  -0.210
C 1.5733 2.3119 0.9905  -0.282
N 0.4937 1.7064 0.2134  -0.077
H 3.1976 -0.8124 0.4344  0.075
H 2.1614 -1.1491 -0.7719  -0.045
H 2.6026 0.9269 -1.8460  0.108
H 4.1405 0.1226 -1.5956  0.102
H 4.5986 2.2513 -0.7861  0.100
H 4.2556 1.3487 0.6722  0.106
H 2.3812 3.3192 -0.7239  0.108
H 3.2930 3.5758 0.7528  0.099
H 1.1484 3.1364 1.5671  0.105
H 1.9250 1.5695 1.7129  0.101
H 0.8903 1.0664 -0.4676  -0.047
H -0.0383 2.4074 -0.2891  0.083
I -1.2596 0.0958 4.1858  0.875
C -2.1744 1.7481 3.2695  -0.640
C -2.3211 2.8493 4.0656  -0.189
C -3.0898 3.9438 3.6272  -0.097
C -3.7462 3.8633 2.4358  -0.050
C -3.6143 2.7249 1.6042  -0.177
C -4.3710 2.6410 0.4100  -0.054
C -4.2760 1.5429 -0.3874  -0.072
C -3.3394 0.5319 -0.0800  -0.185
C -2.5427 0.5799 1.0348  -0.372
C -2.7448 1.6513 1.9642  -0.256
H -1.8746 2.8670 5.0503  0.077
H -3.1894 4.8160 4.2605  0.098
H -4.3933 4.6683 2.1068  0.107
H -5.0377 3.4592 0.1621  0.105
H -4.8774 1.4587 -1.2843  0.104
H -3.2206 -0.2867 -0.7799  0.032
S -1.6643 -3.9742 -3.0038  -0.156
As -0.7751 -3.0247 -1.3866  -0.532
S -0.6708 -0.7715 -1.6723  -0.052
S -2.1380 -2.8890 0.4062  -0.128
S 1.1312 -3.5645 -0.6551  -0.161

Calculated values
- LUMO energy: 0.078 Ha
- Maximum force: 0.1 eV/Å
- Total charge: -1
- Orbital gap: 6.62 eV
- 2S+1: 1

=====

C14H18BiN9O2 as an isolated structure. Source: the Open Molecules 2025 dataset; level of theory: the ωB97M-V functional and the def2-TZVPD basis.

Last column: Löwdin charge in e.
Element x y z (Å)
Bi 0.1518 -0.7520 -0.1092  1.810
N -0.8258 1.0306 2.7605  0.211
C 0.4319 0.6161 2.8710  -0.410
N 1.0847 0.9628 3.9623  0.198
C 2.3477 0.5673 4.0838  -0.396
N 2.9947 0.8061 5.2075  0.227
N 3.0312 -0.0513 3.0839  0.207
C 2.3586 -0.3337 2.0169  -0.278
N 1.0151 -0.1289 1.8616  -0.034
C 3.1278 -0.8452 0.8635  -0.205
C 4.4700 -1.1695 0.9752  0.039
C 5.1674 -1.5277 -0.1680  0.010
C 4.5040 -1.5464 -1.3868  -0.002
C 3.1572 -1.2399 -1.4154  -0.098
N 2.4872 -0.9017 -0.3112  -0.106
H -1.1850 1.5432 3.5493  0.135
H -1.4710 0.6207 2.1020  0.051
H 2.5296 1.2859 5.9602  0.135
H 3.9544 0.5210 5.3032  0.133
H 4.9407 -1.1278 1.9458  0.127
H 6.2174 -1.7786 -0.1085  0.132
H 5.0212 -1.7999 -2.3010  0.128
H 2.5936 -1.2513 -2.3406  0.126
C -6.0738 -3.1737 -0.1189  0.016
N -4.7734 -2.5268 -0.1645  -0.075
C -4.2942 -1.6195 0.8542  -0.011
C -2.9036 -1.3259 0.3299  -0.490
O -2.0911 -0.5473 0.8962  -0.223
N -2.6785 -1.9769 -0.7989  0.135
C -3.8038 -2.6968 -1.0610  -0.375
N -3.8826 -3.4828 -2.1202  0.242
H -6.8091 -2.4719 0.2685  0.106
H -6.0549 -4.0520 0.5281  0.109
H -6.3847 -3.4735 -1.1170  0.093
H -4.2741 -2.0733 1.8474  0.155
H -4.8939 -0.7077 0.9095  0.155
H -3.1245 -3.4897 -2.7804  0.133
H -4.6969 -4.0349 -2.3265  0.123
C -0.7533 2.2063 -1.3540  -0.061
C 0.3509 1.5921 -0.5688  -0.523
O 1.3078 2.1131 -0.1082  0.070
H -0.5021 3.2268 -1.6451  0.101
H -1.6437 2.2305 -0.7177  0.093
H -0.9942 1.6058 -2.2318  0.086

Calculated values
- LUMO energy: -0.228 Ha
- Maximum force: 0.5 eV/Å
- Total charge: +2
- Orbital gap: 7.98 eV
- 2S+1: 1

=====

One molecule with the formula C14H18Cl2N2O2. Source: the Open Molecules 2025 dataset; level of theory: the ωB97M-V functional and the def2-TZVPD basis.

Last column: Löwdin charge in e.
Element x y z (Å)
C 2.7192 0.6952 -3.1428  -0.095
C 2.8707 -0.4247 -2.1204  -0.213
C 1.9329 -1.5987 -2.4104  -0.335
C 2.0937 -2.7448 -1.4008  -0.206
C 3.3992 -3.5115 -1.5717  -0.101
N 0.5603 -1.1339 -2.4003  0.096
C -0.3089 -1.3753 -3.3898  -0.474
O -0.0473 -1.9597 -4.4199  0.061
C -1.7117 -0.7929 -3.1358  -0.090
O -2.2367 -1.0476 -1.8473  -0.105
N -1.6245 -0.2887 -0.8740  -0.013
C -2.0765 -0.4462 0.3051  -0.081
C -1.5603 0.2714 1.4501  -0.215
C -2.1700 0.0484 2.6908  -0.028
C -1.7593 0.6930 3.8371  -0.096
C -0.7044 1.5932 3.7651  -0.671
Cl -0.1740 2.4136 5.1818  0.698
C -0.0714 1.8391 2.5573  -0.129
C -0.4963 1.1843 1.4127  -0.579
Cl 0.3277 1.5410 -0.0480  0.785
H 1.7124 1.1051 -3.1181  0.061
H 3.4213 1.4982 -2.9316  0.070
H 2.9103 0.3216 -4.1459  0.079
H 3.8992 -0.7856 -2.1322  0.106
H 2.6591 -0.0386 -1.1202  0.089
H 2.1118 -1.9798 -3.4218  0.147
H 1.2586 -3.4348 -1.5420  0.114
H 2.0289 -2.3425 -0.3863  0.111
H 4.2583 -2.8805 -1.3598  0.063
H 3.4865 -3.8854 -2.5890  0.077
H 3.4263 -4.3593 -0.8913  0.069
H 0.2380 -0.6357 -1.5792  0.073
H -1.6767 0.2865 -3.3290  0.132
H -2.4141 -1.2636 -3.8252  0.133
H -2.8960 -1.1387 0.5007  0.137
H -2.9910 -0.6508 2.7437  0.116
H -2.2479 0.5053 4.7795  0.108
H 0.7484 2.5376 2.5033  0.105

Calculated values
- LUMO energy: -0.005 Ha
- Maximum force: 1.2 eV/Å
- Structure (SMILES): CCC(CC)NC(=O)CO/N=C/c1ccc(Cl)cc1Cl
- Orbital gap: 8.83 eV
- 2S+1: 1

=====

C14H18Cl2N2OsS as an isolated structure. Source: the Open Molecules 2025 dataset; level of theory: the ωB97M-V functional and the def2-TZVPD basis.

Last column: Löwdin charge in e.
Element x y z (Å)
Os 0.5479 1.1622 0.5418  1.016
Cl 0.6406 3.2444 -0.3100  0.017
Cl 1.3290 1.6063 2.6274  -0.043
C 2.0872 0.1157 -0.1789  -0.375
H 2.8326 0.2378 -1.0133  0.043
H 2.7328 0.1937 0.7453  0.030
C -0.1423 0.3503 -1.2067  -0.456
C 1.0532 -0.5236 -1.7822  -0.120
H -0.8623 -0.2971 -0.7022  0.075
C 1.6161 -0.0838 -3.1097  -0.192
H 0.9590 -1.6154 -1.6452  0.114
C 1.3201 1.3826 -3.3356  -0.219
H 2.7036 -0.1986 -2.9953  0.110
H 1.3366 -0.6756 -4.0179  0.140
C -0.1796 1.6452 -3.4269  -0.205
H 1.6992 1.9776 -2.5051  0.072
H 1.7942 1.7619 -4.2392  0.113
C -0.9180 1.2407 -2.1664  -0.276
H -0.3924 2.6933 -3.6577  0.112
H -0.6182 1.0618 -4.2405  0.108
H -1.2621 2.1208 -1.6229  0.047
H -1.8121 0.6450 -2.3823  0.107
N 1.8750 -2.1897 0.8365  0.085
C 0.7208 -1.9007 1.4443  -0.624
N 0.0744 -0.7297 1.3926  -0.168
C -1.0668 -0.7216 2.1859  -0.356
C -1.8293 0.4281 2.3554  -0.068
C -2.8452 0.3882 3.3207  -0.067
C -3.0636 -0.7713 4.0706  -0.083
C -2.2924 -1.9332 3.8639  -0.077
C -1.2682 -1.9014 2.9160  -0.451
S -0.0860 -3.1172 2.4339  1.089
H 2.2142 -3.1428 0.9182  0.111
H 2.4008 -1.4083 0.3906  0.022
H -1.5486 1.3036 1.7523  0.051
H -3.4585 1.2716 3.4805  0.107
H -3.8436 -0.7745 4.8376  0.106
H -2.4479 -2.8464 4.4250  0.104

Calculated values
- LUMO energy (spin up / spin down): 0.006 / -0.041 Ha
- Maximum force: 5.1 eV/Å
- Orbital gap (spin up / spin down): 5.88 / 7.18 eV
- 2S+1: 5

=====

Energy relative to the best compared isomer or geometry (same formula, charge and spin)? In order: 0.0 0.0 17.1 128.0 kJ/mol.